Record 1
The following is a quantum chemistry calculation of C3H6As2F13O3Rb as an isolated structure, from the OMol25 dataset.

Structure (XYZ):
```
28
C3H6As2F13O3Rb ωB97M-V with the def2-TZVPD basis set
Rb -28.0801 -12.3459 15.9374
As -24.7239 -14.5896 19.5997
F -23.1120 -14.0408 20.3209
F -24.5335 -16.2792 20.4488
F -26.2328 -15.0893 18.6985
F -24.7914 -13.0265 18.6516
F -23.8153 -15.1999 18.1714
F -25.6608 -13.9352 20.9267
As -31.5779 -10.2562 11.7290
F -31.8215 -8.5472 11.4235
F -32.4786 -10.7025 10.2274
F -31.1590 -11.9776 12.0858
F -30.7586 -9.9208 13.3106
F -33.1392 -10.4494 12.5994
F -30.0372 -10.2334 10.8643
F -24.9426 -13.3689 13.7809
C -31.0220 -7.1509 21.4249
O -30.4667 -8.3814 20.9809
C -30.8178 -9.0172 19.7604
O -30.0330 -9.8320 19.2307
O -31.8604 -8.4918 19.2392
C -32.4723 -8.8867 17.9752
H -32.0288 -7.1966 21.8401
H -31.0278 -6.2958 20.7489
H -30.3875 -6.8409 22.2552
H -33.5529 -8.8310 18.1068
H -32.1366 -9.8710 17.6486
H -32.1490 -8.2503 17.1515
```

Summary:
Multiplicity   1
LUMO energy   3.2 eV
Total charge   -2
HOMO-LUMO gap   5.279 eV
HOMO level   -2.10 eV
Molecular weight   572.364 g mol⁻¹
ΔE to the lowest compared entry with this formula, charge and spin   0.00 kJ/mol

Results of the Mulliken charge analysis, in e, for atoms 1 through 8:
1 Rb 0.950
2 As 2.005
3 F -0.519
4 F -0.544
5 F -0.512
6 F -0.505
7 F -0.461
8 F -0.456

---

Record 2
The following is a quantum chemistry calculation of C43H84F3MgO32 as an isolated structure, from the OMol25 dataset.

Structure (XYZ):
```
163
C43H84F3MgO32 ωB97M-V with the def2-TZVPD basis set
Mg -2.8366 -3.8570 -0.4406
C -1.5473 -0.6937 -0.5027
O -0.4928 -0.7827 0.5351
O -2.0046 -2.0414 -0.6189
C -2.4695 0.5245 -0.2467
F -3.3013 0.2031 0.7312
F -1.8506 1.6372 0.1361
F -3.2084 0.8121 -1.3034
C 0.6166 0.1529 0.5000
C 1.5226 -0.2727 1.6423
H 1.8503 -1.3072 1.5399
H 2.3719 0.4079 1.7023
H 0.9215 -0.2150 2.5497
H 0.4562 1.2276 0.5866
H 1.2245 0.0400 -0.3976
H -0.9949 -0.4740 -1.4163
C 0.9976 1.5632 -3.1180
C 1.6576 0.3845 -3.8738
C 2.4819 -0.2879 -2.7846
O 2.8984 0.9178 -2.0715
C 2.0960 2.0530 -2.1464
H 0.0960 1.1998 -2.6248
H 0.7210 2.3696 -3.7971
H 2.3434 0.7558 -4.6352
H 0.8667 -0.2412 -4.2875
H 3.3650 -0.7720 -3.2016
H 1.8994 -0.9651 -2.1599
H 2.6640 2.8784 -2.5758
H 1.6409 2.2751 -1.1812
C -2.1533 5.2672 -2.0139
C -3.1228 4.1665 -1.8560
C -3.2968 3.6981 -3.3520
O -2.2093 4.2304 -4.1059
C -1.2918 4.8409 -3.2408
H -1.5234 5.5678 -1.1766
H -2.6630 6.1885 -2.2959
H -4.0492 4.3807 -1.3231
H -2.7609 3.2941 -1.3119
H -4.2723 4.1321 -3.5713
H -3.3244 2.6116 -3.4348
H -0.9105 5.7794 -3.6432
H -0.4638 4.1845 -2.9731
C -8.5323 2.2885 -1.6679
C -7.6070 1.1815 -2.1399
C -6.2721 1.5658 -1.4759
O -6.3367 2.9917 -1.5469
C -7.6227 3.4556 -1.2458
H -9.0928 1.8615 -0.8363
H -9.2620 2.5638 -2.4293
H -7.5350 1.3325 -3.2170
H -8.0219 0.1883 -1.9680
H -5.4511 1.1529 -2.0620
H -6.2248 1.2315 -0.4395
H -7.8871 4.3410 -1.8241
H -7.6941 3.5655 -0.1637
C 4.9203 -0.6788 3.4364
O 4.7096 -2.0510 3.1269
C 3.5461 -2.5958 3.5411
O 2.6517 -1.9869 4.1752
O 3.3662 -3.8446 3.1048
C 4.2779 -4.5090 2.2888
H 4.4084 -0.0260 2.7293
H 5.9613 -0.3563 3.4149
H 4.5251 -0.3403 4.3941
H 5.2020 -4.7721 2.8036
H 4.3846 -3.9804 1.3416
H 3.7215 -5.4166 2.0549
C -1.3023 -2.1866 3.1199
O -2.1284 -3.2272 3.5961
C -2.8722 -4.0016 2.7286
O -2.9431 -3.7360 1.5392
O -3.4165 -5.1198 3.3111
C -3.4647 -5.2746 4.7598
H -0.5374 -2.6873 2.5264
H -0.6794 -1.7482 3.8997
H -1.8344 -1.4618 2.5038
H -3.8934 -4.3476 5.1406
H -2.4276 -5.2481 5.0942
H -4.0270 -6.1232 5.1494
C -1.0137 -7.6998 -0.6124
O -0.0382 -6.8417 -0.0667
C -0.1772 -5.4728 0.0593
O -1.1799 -4.8127 -0.2385
O 1.0514 -4.9961 0.4757
C 1.3173 -3.5741 0.5910
H -0.6807 -8.7186 -0.4145
H -1.2614 -7.6836 -1.6737
H -1.9099 -7.4917 -0.0279
H 2.3828 -3.4004 0.4407
H 1.0268 -3.2871 1.6016
H 0.7366 -3.0740 -0.1841
C -6.3877 -2.1062 -2.7102
O -6.4132 -1.6950 -1.4316
C -5.6190 -2.0097 -0.4381
O -4.7475 -2.9064 -0.4096
O -6.0214 -1.3180 0.6780
C -5.5126 -1.6732 1.9879
H -5.6027 -1.6391 -3.3049
H -7.3325 -2.0170 -3.2463
H -6.2380 -3.1847 -2.7608
H -4.4563 -1.9327 1.9173
H -5.9856 -2.5908 2.3375
H -5.6188 -0.8031 2.6358
C 1.1289 4.8958 0.9782
O 1.1925 5.8351 -0.1288
C 2.3813 6.1402 -0.5752
O 3.4635 5.6981 -0.1719
O 2.2025 7.0486 -1.5485
C 3.3710 7.6427 -2.1408
H 1.5537 3.9720 0.5854
H 0.1226 4.6760 1.3350
H 1.7483 5.2928 1.7824
H 3.5061 8.6311 -1.7014
H 3.0708 7.9040 -3.1556
H 4.2570 7.0104 -2.0837
C 4.5674 -1.1173 -0.4927
O 5.4379 -1.6565 0.5320
C 6.7111 -1.6982 0.1371
O 7.1141 -1.4711 -1.0328
O 7.4812 -1.8967 1.2221
C 8.8746 -1.5896 1.1369
H 4.7096 -1.6836 -1.4131
H 4.8821 -0.0968 -0.7110
H 3.5112 -1.2511 -0.2587
H 9.2735 -1.4663 2.1438
H 9.0172 -0.6794 0.5544
H 9.3808 -2.4521 0.7033
C -3.1727 -5.0326 -5.7686
O -3.4987 -3.7529 -5.1976
C -2.6432 -2.7290 -5.2425
O -1.4711 -2.6795 -5.6262
O -3.3506 -1.6244 -4.9778
C -2.7194 -0.5054 -4.5124
H -3.9451 -5.7750 -5.5680
H -2.2451 -5.4798 -5.4113
H -3.0429 -5.1197 -6.8473
H -2.3714 -0.6418 -3.4885
H -3.3020 0.4088 -4.3986
H -1.8015 -0.2875 -5.0582
C 4.9088 2.5785 0.7180
O 5.9305 1.8200 1.2893
C 6.8282 2.3800 2.1206
O 6.8223 3.5510 2.5490
O 7.7809 1.4530 2.4100
C 8.9510 1.8801 3.1071
H 4.2727 1.8913 0.1601
H 5.2778 3.3865 0.0863
H 4.2611 3.0024 1.4854
H 9.6681 1.0740 3.2620
H 8.7663 2.2122 4.1288
H 9.4081 2.6591 2.4969
C -0.9594 3.0143 3.7699
O 0.4135 2.9839 3.5237
C 1.1963 2.0603 4.2195
O 2.3959 2.0386 4.2311
O 0.5048 1.2053 5.0207
C 1.2164 0.3221 5.8464
H -1.2372 3.1064 4.8199
H -1.3779 2.0571 3.4588
H -1.4492 3.8065 3.2036
H 2.0687 -0.1385 5.3468
H 0.5494 -0.4858 6.1474
H 1.5369 0.7663 6.7888
```

Summary:
Multiplicity   1
LUMO energy   -3.4 eV
Total charge   +1
HOMO-LUMO gap   7.431 eV
HOMO level   -10.84 eV
Molecular weight   1194.412 g mol⁻¹

Results of the Mulliken charge analysis, in e, for atoms 1 through 8:
1 Mg 1.386
2 C -0.324
3 O 0.729
4 O -0.880
5 C 0.653
6 F -0.315
7 F -0.111
8 F -0.003

---

Record 3
The following is a quantum chemistry calculation of one molecule with the formula C5H12OSi, from the OMol25 dataset.

Structure (XYZ):
```
19
C5H12OSi ωB97M-V with the def2-TZVPD basis set
C 1.4831 -1.5672 1.3693
C 0.7748 -1.3421 -0.0807
C -1.5106 0.3905 1.2241
C -1.1491 -0.0372 -1.8603
C 0.8867 1.8057 -0.2913
O 1.4008 -2.3179 2.3191
Si -0.3047 0.3210 -0.2082
H 2.3692 -0.7152 1.3288
H 1.6099 -1.2661 -0.7559
H 0.2195 -2.3532 -0.2859
H -1.0353 -0.0468 2.0419
H -1.8975 1.3493 1.5536
H -2.4478 -0.1158 1.0681
H -2.0253 -0.7039 -1.8986
H -1.6202 0.8168 -2.3850
H -0.3788 -0.5930 -2.3776
H 1.0854 2.2791 -1.1729
H 0.6116 2.5919 0.4902
H 1.9283 1.5042 -0.0788
```

Summary:
Multiplicity   1
LUMO energy   0.8 eV
Total charge   0
HOMO-LUMO gap   10.157 eV
HOMO level   -9.34 eV
Molecular weight   116.236 g mol⁻¹
ΔE to the lowest compared entry with this formula, charge and spin   133.32 kJ/mol

Results of the Mulliken charge analysis, in e, for atoms 1 through 8:
1 C 0.018
2 C -0.618
3 C -1.183
4 C -1.063
5 C -1.168
6 O -0.465
7 Si 0.484
8 H 0.124

---

Record 4
The following is a quantum chemistry calculation of one molecule with the formula C10H24BN3O3, from the OMol25 dataset.

Structure (XYZ):
```
41
C10H24BN3O3 ωB97M-V with the def2-TZVPD basis set
O 1.3388 0.7810 -0.6942
O -2.3665 -0.5591 1.7682
O -0.1606 -0.8744 0.8839
B -1.2506 -0.0822 1.0907
C 0.3745 0.8918 -1.4418
N -0.1294 -3.4317 -0.7859
N 1.7401 0.7992 -3.4756
N -0.8190 1.4447 -0.9695
C 1.5152 0.6684 4.1065
C -0.8314 -3.1329 -2.0172
C 0.2912 1.1460 3.3759
C -0.9066 -1.6681 -2.3575
C 0.6608 2.0577 2.1694
C 0.4493 -1.1641 -2.7932
C -0.5564 2.4954 1.3330
C 0.4543 0.3819 -2.8702
C -1.1883 1.4000 0.4650
H -2.3378 -1.5073 2.0346
H 0.5010 -0.4364 0.3346
H -0.3683 -2.7841 -0.0185
H 0.8629 -3.3524 -0.9267
H 2.4778 0.3680 -2.9490
H 1.8245 1.7750 -3.2625
H -1.6381 1.4264 -1.5747
H 1.3344 0.0461 4.9803
H 2.1699 1.4493 4.4688
H 2.1548 0.0567 3.4726
H -1.8467 -3.5341 -1.9137
H -0.3420 -3.6689 -2.8473
H -0.4113 1.7337 4.0299
H -0.2890 0.3002 3.0144
H -1.6898 -1.5019 -3.0976
H -1.2556 -1.1444 -1.4401
H 1.2225 2.9128 2.5243
H 1.3907 1.4814 1.5510
H 0.7481 -1.5938 -3.7501
H 1.2865 -1.4549 -2.1383
H -0.3113 3.3109 0.6425
H -1.3760 2.8577 1.9829
H -0.4321 0.6517 -3.4655
H -2.2906 1.4549 0.5605
```

Summary:
Multiplicity   1
LUMO energy   0.5 eV
Total charge   0
HOMO-LUMO gap   9.531 eV
HOMO level   -9.02 eV
Molecular weight   245.132 g mol⁻¹

Results of the Mulliken charge analysis, in e, for atoms 1 through 8:
1 O -0.688
2 O -0.721
3 O -0.943
4 B 1.017
5 C 0.066
6 N -0.653
7 N -0.784
8 N -0.014

---

Record 5
The following is a quantum chemistry calculation of one molecule with the formula C24H17N3O2S, from the OMol25 dataset.

Structure (XYZ):
```
47
C24H17N3O2S ωB97M-V with the def2-TZVPD basis set
O -1.1854 0.0892 1.1632
N 1.0579 2.8739 -1.7203
N 0.8948 2.0563 -2.8268
O -3.0552 -0.7433 6.9713
S 0.5892 3.5557 0.9122
C -0.4752 1.0881 0.9227
C 0.6559 2.4990 -0.5130
C 0.4094 0.8272 -2.7371
C -0.2237 2.2620 1.8161
C -0.5114 2.5349 3.1458
C -0.3282 -1.2957 -6.4026
C 3.0175 -2.6955 -0.1424
C 0.0473 0.0416 -6.4611
C -0.4808 -1.9803 -5.1944
C 1.6875 -2.8811 0.1339
C 3.4645 -1.5054 -0.7733
C -1.6471 -0.5383 5.0451
C -2.5626 1.4477 6.1147
C 0.2870 0.7234 -5.2816
C -0.1893 -1.2818 -4.0066
C -0.9600 0.2295 4.1055
C -1.9123 2.2294 5.1437
C 0.7744 -1.9240 -0.3096
C 2.5542 -0.5444 -1.1981
C -2.4294 0.0604 6.0470
C 0.1938 0.0869 -4.0183
C -1.1359 1.6406 4.1128
C 1.1755 -0.7597 -0.9802
N 0.0709 1.2428 -0.3342
C 0.0953 0.2414 -1.3964
H -2.9457 -1.6654 6.7519
H -0.2532 3.5255 3.4639
H -0.5287 -1.8148 -7.3519
H 3.7761 -3.4460 0.1131
H 0.0740 0.6027 -7.3815
H -0.7995 -3.0251 -5.2024
H 1.2985 -3.7614 0.6261
H 4.5353 -1.3562 -0.9366
H -1.4984 -1.6409 4.9790
H -3.1656 1.8871 6.8646
H 0.5143 1.7609 -5.4660
H -0.2845 -1.7768 -3.0633
H -0.3494 -0.2144 3.3461
H -2.0522 3.3185 5.1857
H -0.2579 -2.0969 -0.1228
H 2.9500 0.3434 -1.6852
H -0.8916 -0.2203 -1.4585
```

Summary:
Multiplicity   1
LUMO energy   -0.7 eV
Total charge   0
HOMO-LUMO gap   7.121 eV
HOMO level   -7.82 eV
Molecular weight   411.486 g mol⁻¹
ΔE to the lowest compared entry with this formula, charge and spin   163.25 kJ/mol

Results of the Mulliken charge analysis, in e, for atoms 1 through 8:
1 O -0.645
2 N -0.875
3 N -0.308
4 O -0.537
5 S -0.265
6 C 0.269
7 C 0.594
8 C -0.184